ORCA calculation (ωB97M-V/def2-TZVPD) on a cluster of 2 separate species, C36H42N in total at a distorted geometry.

Each line ends with the Löwdin charge.
Positions of all 79 atoms, in Å:
C1 -4.9730 3.0765 3.6234  -0.05
C2 -4.2337 2.0663 2.7964  -0.26
C3 -3.5304 1.0222 3.3970  -0.01
C4 -2.9057 0.0253 2.6459  -0.20
C5 -2.2072 -1.0376 3.4501  -0.05
C6 -2.9748 0.0631 1.2380  -0.11
C7 -2.4079 -1.0772 0.3851  -0.30
C8 -3.1631 -2.3960 0.6175  -0.03
C9 -0.8747 -1.2597 0.5036  -0.10
C10 -0.1027 -0.1612 -0.1935  -0.17
C11 2.1335 0.3832 1.0678  -0.02
C12 2.4039 1.7482 1.0961  -0.25
C13 1.5086 2.7330 0.4013  -0.05
C14 3.5354 2.2126 1.7992  0.00
C15 4.3669 1.3358 2.5008  -0.26
C16 5.5695 1.8555 3.2356  -0.05
C17 4.0282 -0.0173 2.5182  0.00
C18 2.8924 -0.4877 1.8383  -0.25
C19 2.5049 -1.9308 1.9685  -0.04
C20 -3.6537 1.1400 0.6243  -0.21
C21 -3.7762 1.2726 -0.8704  -0.04
C22 -4.2480 2.1321 1.4030  -0.01
H1 -5.4047 3.8463 2.9749  0.08
H2 -5.7930 2.6072 4.1852  0.09
H3 -4.3132 3.5606 4.3557  0.09
H4 -3.4782 0.9689 4.4870  0.13
H5 -1.7956 -1.8600 2.8661  0.05
H6 -1.3851 -0.5916 4.0319  0.10
H7 -2.9003 -1.4738 4.1865  0.10
H8 -2.6004 -0.8153 -0.6628  0.11
H9 -4.2099 -2.2771 0.3100  0.09
H10 -2.7261 -3.1980 0.0072  0.08
H11 -3.1477 -2.6927 1.6725  0.08
H12 -0.5760 -1.2120 1.5577  0.10
H13 -0.5822 -2.2533 0.1416  0.11
H14 -0.4864 0.8187 0.1194  0.13
H15 1.9081 3.7441 0.5348  0.08
H16 1.4323 2.5288 -0.6760  0.07
H17 0.4883 2.7182 0.8132  0.08
H18 3.7455 3.2865 1.8070  0.12
H19 6.0471 1.0589 3.8128  0.08
H20 6.3245 2.2732 2.5590  0.09
H21 5.2844 2.6560 3.9275  0.09
H22 4.6405 -0.7281 3.0761  0.12
H23 3.3232 -2.4927 2.4319  0.08
H24 1.6119 -2.0795 2.5962  0.09
H25 2.2946 -2.3812 0.9912  0.05
H26 -4.4972 2.0651 -1.1092  0.08
H27 -2.8246 1.5578 -1.3382  0.06
H28 -4.1287 0.3524 -1.3536  0.09
H29 -4.7583 2.9632 0.9123  0.12
C23 3.2490 -4.3210 -1.2985  -0.05
C24 3.5428 -2.9512 -1.2266  -0.07
C25 2.5579 -2.0022 -1.4700  -0.03
C26 1.2283 -2.4125 -1.7950  -0.23
C27 0.2313 -1.4673 -2.1565  -0.02
N1 0.0126 -0.2534 -1.5179  -0.04
C28 -0.2391 0.8753 -2.2876  0.08
C29 -0.0528 0.9745 -3.6830  -0.17
C30 -0.7404 2.0311 -4.3619  0.00
C31 -0.5227 2.2912 -5.7045  -0.05
C32 0.3593 1.4977 -6.4489  -0.02
C33 1.0297 0.4425 -5.8169  -0.04
C34 0.8278 0.1640 -4.4679  0.01
C35 0.9487 -3.8104 -1.8646  -0.02
C36 1.9519 -4.7384 -1.6240  -0.06
H30 4.0341 -5.0568 -1.1134  0.12
H31 4.5536 -2.6226 -0.9884  0.12
H32 2.7934 -0.9329 -1.4716  0.12
H33 -0.4571 -1.7181 -2.9712  0.15
H34 1.2095 -0.0333 0.4035  0.07
H35 -0.6682 1.7070 -1.7227  0.13
H36 -1.4406 2.6321 -3.7775  0.12
H37 -1.0430 3.1208 -6.1835  0.12
H38 0.5213 1.6984 -7.5095  0.12
H39 1.7246 -0.1720 -6.3894  0.12
H40 1.3471 -0.6764 -3.9984  0.11
H41 -0.0685 -4.1136 -2.1267  0.12
H42 1.7245 -5.8019 -1.6912  0.11

Calculated values
Total charge = +1
HOMO energy = -9.399 eV

=====

ORCA calculation (ωB97M-V/def2-TZVPD) on a structure of composition C8H13IrN4O4S at a distorted geometry.

Each line ends with the Löwdin charge.
Positions of all 31 atoms, in Å:
Ir1 -0.0163 -0.0030 0.3504  1.44
N1 -1.1888 0.5881 -1.5283  -0.03
C1 -0.3086 1.3144 -2.4537  -0.13
C2 1.1357 0.8043 -2.3477  -0.65
O1 1.8786 0.9205 -3.2922  0.08
O2 1.4302 0.3143 -1.1852  -0.20
H1 -1.4792 -0.3031 -1.9177  0.11
H2 -2.0095 1.1286 -1.2781  0.10
H3 -0.2770 2.3648 -2.1634  0.13
H4 -0.6170 1.2383 -3.4943  0.13
C3 4.7138 -1.8987 0.4923  -0.02
N2 3.7492 -0.8553 0.8030  -0.11
C4 4.1016 0.5417 0.5407  0.00
C5 2.5746 -1.1096 1.3508  -0.48
C6 2.2656 -2.5014 1.8221  0.01
O3 1.7656 -0.1619 1.5585  -0.15
H5 5.3605 -1.5557 -0.3100  0.10
H6 4.2090 -2.7990 0.1527  0.09
H7 5.3283 -2.1491 1.3602  0.10
H8 5.1087 0.5901 0.1383  0.09
H9 4.0416 1.1172 1.4634  0.10
H10 3.4052 0.9671 -0.1787  0.08
H11 3.0290 -2.8274 2.5295  0.10
H12 2.2309 -3.2163 1.0003  0.09
H13 1.2956 -2.4800 2.3092  0.08
O4 -2.3832 -3.5024 1.0322  0.09
C7 -1.6186 -2.6475 0.7582  -0.50
N3 -0.7968 -1.8410 0.4513  -0.09
S1 -3.5633 1.9145 2.7252  0.59
C8 -2.2317 1.4479 1.9904  -0.97
N4 -1.2459 1.1307 1.4192  -0.18

Calculated values
Total charge = 0
HOMO energy (alpha / beta) = -8.262 / -8.195 eV

=====

ORCA calculation (ωB97M-V/def2-TZVPD) on a structure of composition C6H12F6N7O10S2Zn at a distorted geometry.

Each line ends with the Löwdin charge.
Positions of all 44 atoms, in Å:
Zn1 -3.0242 -23.3119 3.6186  0.64
C1 -3.4763 -19.8748 1.0839  -0.66
F1 -4.6324 -20.0080 0.4239  0.11
F2 -2.7651 -18.9139 0.5273  0.15
F3 -3.7767 -19.5468 2.3430  0.11
S1 -2.5773 -21.5586 1.0506  0.63
O1 -3.6379 -22.4615 0.7028  -0.30
O2 -1.5384 -21.4989 0.0650  -0.28
N1 -2.0795 -21.7866 2.6377  -0.29
S2 -0.6080 -21.0994 2.6840  0.62
O3 0.3970 -22.0450 2.3179  -0.25
O4 -0.5747 -19.7805 2.1068  -0.29
C2 -0.3059 -20.6783 4.4981  -0.67
F4 -1.2981 -19.9591 5.0427  0.11
F5 -0.1069 -21.7580 5.2165  0.16
F6 0.8000 -19.9307 4.5274  0.13
C3 -2.1847 -24.9986 5.2991  -0.92
O5 -3.4421 -24.9045 4.9766  -0.17
O6 -1.7015 -25.7241 6.2037  -0.10
O7 -1.4177 -24.1324 4.6637  -0.17
C4 -5.8981 -22.3373 3.0980  -0.62
O8 -5.0725 -23.1927 3.3935  0.01
N2 -6.7266 -22.5072 2.0132  0.18
N3 -5.9328 -21.1157 3.6624  0.19
H1 -6.6848 -23.4515 1.6769  0.11
H2 -7.1040 -21.6937 1.5719  0.09
H3 -5.2711 -20.8182 4.3577  0.10
H4 -6.6380 -20.4723 3.3547  0.10
C5 -2.4478 -25.8569 1.5917  -0.62
O9 -2.6794 -24.7345 2.0067  0.02
N4 -2.0327 -26.0718 0.3213  0.17
N5 -2.6423 -26.9489 2.3764  0.19
H5 -1.9078 -25.2907 -0.2952  0.11
H6 -1.9244 -26.9982 -0.0439  0.09
H7 -2.9978 -26.7839 3.3078  0.10
H8 -2.3965 -27.8683 2.0663  0.09
C6 -3.7767 -21.9939 6.4307  -0.62
O10 -3.3545 -21.9897 5.2813  -0.01
N6 -4.8679 -22.7315 6.7697  0.19
N7 -3.3211 -21.1128 7.3583  0.18
H9 -4.9848 -22.8822 7.7577  0.10
H10 -5.1686 -23.4624 6.1440  0.10
H11 -3.8100 -21.0072 8.2256  0.09
H12 -2.6253 -20.4568 7.0538  0.10

Calculated values
ΔE to the lowest compared entry with this formula, charge and spin = 41.2 kJ/mol
Total charge = -1
HOMO energy = -3.357 eV

=====

ORCA calculation (ωB97M-V/def2-TZVPD) on a structure of composition C13H28AlNO4P2 at a distorted geometry.

Each line ends with the Löwdin charge.
Positions of all 49 atoms, in Å:
C1 0.9466 -1.1838 -3.9599  -0.05
C2 0.9809 -0.8980 -2.5779  -0.35
N1 -0.2120 -0.8840 -1.8683  0.02
C3 -1.3876 -1.0776 -2.5024  -0.31
C4 -1.4298 -1.3606 -3.8597  -0.06
C5 -0.2499 -1.4160 -4.5957  -0.07
C6 2.2011 -0.6261 -1.9086  -0.32
P1 2.3449 -0.4729 -0.1595  0.82
Al1 -0.0741 -0.8017 0.1272  0.02
P2 -2.4332 -0.1464 -0.1103  0.89
C7 -2.6759 -1.0137 -1.6957  -0.27
O1 1.8687 2.3734 -3.1440  -0.07
O2 -0.7670 2.6695 -2.8869  -0.14
H1 1.8932 -1.2561 -4.4851  0.11
H2 -2.3868 -1.5410 -4.3326  0.11
H3 -0.2722 -1.6498 -5.6541  0.11
C8 3.2667 -1.8907 0.5359  -0.25
C9 3.3081 1.0475 0.1215  -0.24
H4 -3.4433 -0.4543 -2.2513  0.09
H5 -3.0438 -2.0242 -1.4641  0.10
H6 2.1975 1.4581 -3.0183  0.03
H7 3.1189 -0.6484 -2.5039  0.06
C10 -3.5339 -0.8635 1.1574  -0.23
C11 -3.0405 1.5092 -0.5483  -0.22
H8 0.5480 2.7678 -0.7148  0.08
H9 -0.8958 3.6015 -2.6415  0.04
H10 0.2129 2.5885 -3.0698  -0.02
H11 2.2135 2.6633 -4.0041  0.07
H12 -0.2227 -2.3511 0.5706  -0.02
H13 0.3588 2.1219 -0.3705  0.06
H14 4.2643 -1.9000 0.0723  0.04
H15 3.3533 -1.7865 1.6301  0.04
H16 2.7267 -2.8184 0.2927  0.05
H17 4.3631 0.8379 -0.1090  0.05
H18 2.9335 1.8378 -0.5457  0.02
H19 3.2041 1.3677 1.1684  0.05
H20 -4.0857 1.4028 -0.8816  0.05
H21 -2.9798 2.1522 0.3419  0.06
H22 -2.4259 1.9292 -1.3620  0.03
H23 -4.5906 -0.7568 0.8540  0.05
H24 -3.2851 -1.9314 1.2930  0.05
H25 -3.3497 -0.3294 2.1094  0.05
C12 0.7372 -0.8654 3.4051  -0.02
C13 -0.1998 0.1254 2.7574  -0.61
O3 -1.1406 0.6148 3.3550  0.05
O4 0.0802 0.4401 1.4587  -0.22
H26 0.5229 -0.9020 4.4784  0.08
H27 1.7902 -0.5768 3.2694  0.08
H28 0.5576 -1.8772 3.0025  0.07

Calculated values
ΔE to the lowest compared entry with this formula, charge and spin = 13.4 kJ/mol
Total charge = 0
HOMO energy = -6.867 eV